{
  "formula": "C6H7BrN4OS",
  "method": "wB97M-V/def2-TZVPD",
  "symbols": ["C", "C", "C", "C", "C", "C", "N", "N", "N", "N", "O", "S", "Br", "H", "H", "H", "H", "H", "H", "H"],
  "positions_angstrom": [[2.877714, -1.514693, -0.457302], [0.898612, -0.916234, 0.022328], [-2.408275, -0.512378, -0.140106], [-1.339438, -0.087328, 0.520795], [1.150615, 1.456640, -0.795372], [-1.068646, 1.279346, 1.023635], [1.701499, -1.943210, 0.123406], [2.740701, -0.318309, -0.981957], [1.506769, 0.131236, -0.614706], [-0.312060, -0.997385, 0.592549], [1.971801, 2.100410, -1.557005], [-2.489787, -2.108319, -0.963473], [-4.056058, 0.473521, -0.168558], [3.696977, -2.065613, -0.654262], [-0.101835, 1.526809, 0.599101], [-0.823146, 1.380955, 2.165176], [-1.904279, 1.921889, 0.852100], [-0.533583, -2.077697, 0.712562], [2.719842, 1.525046, -1.715539], [-3.726385, -2.297759, -0.522541]],
  "forces_ev_per_angstrom": [[-4.69, 2.90, -0.61], [0.15, -0.32, 1.17], [-1.36, -0.32, -0.35], [-0.70, 0.69, -0.22], [-0.99, 0.05, -0.55], [0.55, -0.51, 3.21], [1.25, -0.49, -0.08], [2.08, 0.02, -0.11], [0.62, -0.10, -0.29], [0.43, -3.65, 0.55], [-0.30, 0.10, 0.65], [0.15, 0.81, 0.36], [0.51, -0.15, -0.01], [2.57, -1.87, -0.21], [-0.69, 0.95, -0.35], [-0.78, -0.85, -1.68], [-0.09, 0.68, -0.52], [0.25, 3.11, -0.19], [1.38, -0.70, -0.71], [-0.34, -0.35, -0.04]],
  "spin_multiplicity": 1,
  "homo_ev": -8.5,
  "max_force_ev_per_a": 5.55,
  "orbital_gap_ev": 8.48,
  "e_tot_ha": -3499.1793,
  "mol_weight_da": 263.12,
  "lumo_energy_ev": -0.03,
  "e_above_lowest_ev": 2.085
}